C3H6N2OS2 | the ωB97M-V functional and the def2-TZVPD basis

Output
- molar mass (u) = 150.2
- HOMO energy (eV) = -8.26
- DFT total energy (eV) = -29903.8473
- ΔE to the lowest compared entry with this formula, charge and spin (kcal/mol) = 80.18

Each line ends with the natural charge from an NBO analysis.
Element x y z (Å)
1 C 0.884 1.570 0.435  -0.3043
2 C 0.173 0.208 0.257  -0.6110
3 C -2.129 -1.119 -0.609  -0.7380
4 N 2.253 1.500 0.063  -0.0927
5 N 2.786 0.546 -0.365  -0.1110
6 O 1.734 -1.902 0.749  -0.9334
7 S -1.206 0.412 -0.914  0.2125
8 S 1.389 -1.067 -0.391  1.1614
9 H 0.426 2.340 -0.196  0.2415
10 H 0.836 1.915 1.471  0.2423
11 H -0.199 -0.176 1.206  0.2516
12 H -2.568 -1.098 0.384  0.2195
13 H -1.469 -1.975 -0.725  0.2236
14 H -2.909 -1.152 -1.366  0.2378